ORCA calculation (ωB97M-V/def2-TZVPD) on C28H38AuN4O4Si as an isolated structure.

**Energy above the lowest of the compared OMol25 structures with the same formula, charge and spin**: 32.3 kcal per mole
**Calculated total energy**: -2034.72774 a.u.
**Spin multiplicity**: 3
**LUMO level (alpha / beta)**: -1.843 / -4.559 eV
**Highest occupied orbital energy (alpha / beta)**: -10.59 / -10.63 eV
**Charge**: +1
**⟨S²⟩**: 2.014

```
76
Properties=species:S:1:pos:R:3:forces:R:3:mulliken_charge:R:1
Au 0.78749 0.77359 0.94441 0.0 0.1 -0.1 0.88
C -0.15061 0.21298 4.52604 0.0 0.0 0.0 -1.05
C 1.29957 0.35337 4.18051 0.0 0.0 -0.1 0.63
C 2.32088 0.27082 5.10757 0.0 0.0 0.0 -0.64
C 3.64155 0.40468 4.67516 0.0 0.0 0.0 -0.38
C 3.95267 0.61326 3.34739 0.0 0.0 0.0 -0.73
C 2.88842 0.69034 2.44538 0.0 0.1 -0.1 0.55
N 1.62035 0.56271 2.89772 0.0 0.0 0.1 -0.17
N 2.87736 0.87517 1.09527 0.2 -0.2 0.2 -0.13
Si 3.96171 1.88225 0.14782 -0.1 0.0 0.1 -0.12
C 2.98013 2.35648 -1.36545 -0.1 -0.1 -0.1 -0.49
C 4.43862 3.39888 1.11679 0.0 0.0 0.0 -1.07
C 5.47640 0.90774 -0.32164 0.1 0.0 0.0 -1.03
H -0.41585 0.87429 5.35046 0.0 0.0 0.0 0.42
H -0.37268 -0.80909 4.83611 0.0 0.0 0.0 0.29
H -0.77746 0.45552 3.66921 0.0 0.0 0.0 0.02
H 2.08830 0.10454 6.14966 0.0 0.0 0.0 0.44
H 4.44372 0.33770 5.39942 0.0 0.0 0.0 0.43
H 4.97486 0.70168 3.00801 0.0 0.0 0.0 0.43
H 2.07423 2.90195 -1.08610 0.0 0.0 0.0 0.25
H 2.68300 1.46777 -1.93467 0.1 0.2 0.1 -0.23
H 3.56325 3.00142 -2.02645 0.0 0.0 0.0 0.56
H 3.55536 3.92368 1.48830 0.0 0.0 0.0 0.31
H 4.99893 4.09296 0.48532 0.0 0.0 0.0 0.38
H 5.06967 3.15844 1.97457 0.0 0.0 0.0 0.32
H 5.21654 -0.04045 -0.79765 0.0 0.0 0.0 0.32
H 6.09097 0.67964 0.55244 0.0 0.0 0.0 0.34
H 6.10009 1.47554 -1.01711 0.0 0.0 0.0 0.36
O -1.27473 -1.27165 0.47734 -0.2 -0.2 0.3 -0.37
C -2.58001 -0.97903 0.49001 0.0 -0.6 -0.2 1.35
C -2.54934 1.01251 0.98763 -0.1 0.8 0.2 0.50
O -3.66532 1.35327 1.17850 0.1 -0.2 0.0 -0.46
O -1.39962 1.39795 0.94931 -0.2 -0.4 -0.1 -0.52
C -3.20110 -0.95942 -0.88759 0.0 0.1 0.2 0.34
C -2.59921 -1.77676 -1.85089 0.0 0.0 -0.1 -0.24
C -3.10437 -1.83922 -3.14072 0.0 0.0 0.1 -1.10
C -4.21913 -1.09155 -3.48998 0.0 0.0 0.0 -0.44
C -4.83248 -0.29154 -2.53712 0.0 0.0 0.0 -1.06
C -4.33183 -0.22213 -1.24550 0.1 -0.1 -0.1 -0.12
C -3.27667 -1.61910 1.63355 -0.1 0.2 -0.1 0.31
C -4.63430 -1.40389 1.88205 0.0 -0.1 0.0 0.01
C -5.26330 -2.06164 2.92285 0.0 0.0 0.0 -1.03
C -4.54967 -2.94121 3.72768 0.0 0.0 0.0 -0.47
C -3.20173 -3.16036 3.48666 0.0 0.0 0.0 -0.86
C -2.56253 -2.50149 2.44857 0.0 0.0 0.1 -0.45
H -0.85109 -0.89178 -0.32617 0.1 0.0 -0.2 -0.07
H -1.75268 -2.39541 -1.58275 0.0 0.0 0.0 0.71
H -2.63528 -2.49049 -3.86775 0.0 0.0 0.0 0.46
H -4.61779 -1.14414 -4.49489 0.0 0.0 0.0 0.45
H -5.70720 0.28955 -2.79822 0.0 0.0 0.0 0.43
H -4.81114 0.42602 -0.53351 0.0 0.1 0.1 0.40
H -5.19920 -0.71808 1.27241 0.0 0.0 0.0 0.29
H -6.31495 -1.88701 3.10682 0.0 0.0 0.0 0.44
H -5.04682 -3.45720 4.53869 0.0 0.0 0.0 0.42
H -2.64461 -3.85347 4.10334 0.0 0.0 0.0 0.44
H -1.51503 -2.68345 2.25798 0.0 0.0 0.0 0.50
C -0.56924 0.24661 -4.58655 0.0 0.0 0.0 -1.22
N -0.34277 0.69881 -3.21852 0.1 -0.1 0.1 0.30
C -1.38129 1.57249 -2.68589 -0.1 0.0 0.0 -0.56
C 0.48321 0.06135 -2.36213 0.0 0.1 -0.1 0.25
O 0.18413 -0.01746 -1.13057 0.1 0.3 -0.2 -0.13
N 1.62214 -0.49336 -2.81356 -0.1 -0.1 -0.1 0.13
C 2.36248 -1.42894 -1.97805 0.0 0.0 0.0 -0.59
C 2.30553 -0.05767 -4.02344 0.0 0.0 0.0 -1.28
H -1.62951 0.00923 -4.69447 0.0 0.0 0.0 0.38
H 0.00019 -0.65459 -4.79171 0.0 0.0 0.0 0.40
H -0.30547 1.01376 -5.31627 0.0 0.0 0.0 0.30
H -1.50134 2.42023 -3.36057 0.0 0.0 0.0 0.49
H -1.10092 1.93750 -1.70424 0.0 0.0 0.0 0.11
H -2.33407 1.04205 -2.61081 0.0 0.0 0.0 0.00
H 1.78496 -1.67742 -1.09480 0.0 0.0 0.0 0.11
H 3.31003 -0.98525 -1.66303 0.0 0.0 0.0 -0.05
H 2.57223 -2.33686 -2.54463 0.0 0.0 0.0 0.44
H 1.88248 0.87664 -4.38134 0.0 0.0 0.0 0.40
H 2.25510 -0.80639 -4.81558 0.0 0.0 0.0 0.35
H 3.35576 0.11216 -3.78066 0.0 0.0 0.0 0.40
```
Forces are in eV/Å.